Density functional theory data (ωB97M-V/def2-TZVPD) for 2 unconnected molecules or ions with the total composition C4H8N2O in a non-equilibrium geometry.

```
15
Properties=species:S:1:pos:R:3:nbo_charge:R:1
C 3.310 0.749 -1.683 -0.71
C 2.444 -0.039 -0.839 0.20
N 2.125 -0.775 0.013 0.19
O 1.578 -1.519 0.840 -0.43
H 2.738 1.573 -2.220 0.25
H 3.841 0.066 -2.423 0.25
H 4.217 1.152 -1.063 0.25
H -1.499 -0.423 1.807 0.33
N -1.063 0.018 1.042 -0.59
C -1.426 -0.260 -0.088 0.15
C -2.526 -1.169 -0.628 -0.70
H -0.992 0.411 -0.823 0.14
H -3.532 -0.772 -0.502 0.23
H -2.593 -2.177 -0.200 0.23
H -2.198 -1.137 -1.709 0.22
```

As for the charge: 0. As for the lowest unoccupied orbital energy: 0.0231 Ha. The energy above the lowest of the compared OMol25 structures with the same formula, charge and spin is 499.6 kJ/mol. As for the SMILES: CC#[N+][O-].[H]/N=C\C. The HOMO-LUMO gap is 9.82 eV.